*i*
The following is a quantum chemistry calculation of one molecule with the formula C15H21NO2, from OMol25.

Structure (XYZ):
```
39
C15H21NO2, DFT ωB97M-V with the def2-TZVPD basis set
O 3.2152 1.7274 -0.1947
O -1.2164 -0.3303 0.4410
N 1.1384 0.6324 0.0588
C -0.4454 3.8732 -0.2239
C 5.0459 -2.5930 0.2213
C 0.6472 2.8446 -0.1223
C -2.1211 2.0285 0.4991
C 4.4575 -1.0527 0.1389
C 2.6230 0.4174 -0.1204
C -3.0859 -0.6777 -0.6985
C -2.5017 -0.6903 0.6649
C -1.0989 1.0995 0.4009
C 3.2155 -0.7470 -0.0117
C 5.5553 -0.0252 -0.3470
C 0.2398 1.7593 0.1438
C -4.8808 -2.5574 0.0800
C -1.7257 3.5041 -0.0278
C -4.5654 -1.1634 -0.5635
H -2.4605 -1.6740 1.0086
H 2.5336 -1.3718 0.0719
H 6.1090 -0.1586 -1.1279
H -3.0301 1.8578 0.5771
H -5.1940 -0.2278 0.1125
H -2.6826 -1.4671 -1.2546
H -5.9609 -2.8088 -0.2029
H -2.5683 4.1890 0.1967
H 0.9111 -0.3439 0.3372
H 1.6463 2.9782 -0.2862
H 4.1532 -3.1742 0.4333
H -5.1978 -1.1617 -1.5515
H 5.6834 -2.4466 1.1166
H -4.4048 -3.2438 -0.5821
H -3.1455 0.0622 1.3291
H 5.1267 1.0292 -0.1620
H -3.1846 0.0662 -1.2042
H 6.2214 0.0492 0.7006
H -0.1019 5.0419 -0.3483
H 5.6432 -2.6377 -0.7944
H -4.5937 -2.6069 1.2917
```

Computed properties:
* E_LUMO: -0.15 eV
* net charge: 0
* gap between HOMO and LUMO: 8.13 eV
* E_HOMO: -8.278 eV

*ii*
The following is a quantum chemistry calculation of one molecule with the formula C15H21NO2, from OMol25.

Structure (XYZ):
```
39
C15H21NO2, DFT ωB97M-V with the def2-TZVPD basis set
O -3.3863 -1.0003 -0.7948
O -4.0556 0.9144 0.1647
N -1.2767 1.6622 -0.0319
C 1.0733 1.6685 -0.8760
C 1.5445 0.9343 0.3856
C 3.9622 0.3932 0.8066
C 2.7836 0.1165 0.1256
C -4.5809 -1.6566 -0.3629
C -0.1970 2.4693 -0.5635
C -3.2449 0.2895 -0.4611
C 5.1079 -0.3482 0.5776
C 2.7813 -0.9256 -0.7945
C 5.0922 -1.3830 -0.3407
C -0.8465 0.9417 1.1516
C -1.9384 0.8331 -1.0155
C 0.3968 0.0722 0.9263
C 3.9241 -1.6691 -1.0262
C -4.4642 -2.1319 1.0782
H -4.7054 -2.4977 -1.0478
H 1.8795 -1.1643 -1.3396
H 6.0146 -0.1170 1.1176
H -0.6292 1.6905 1.9199
H 0.0345 3.2288 0.1903
H -4.3625 -1.2774 1.7427
H 5.9847 -1.9637 -0.5219
H 3.9836 1.2001 1.5260
H 1.7821 1.6903 1.1440
H -2.1951 1.4643 -1.8723
H -0.5533 2.9822 -1.4599
H 3.9031 -2.4755 -1.7451
H -5.4212 -0.9622 -0.4648
H 1.8563 2.3432 -1.2271
H 0.8701 0.9508 -1.6726
H -1.6785 0.3301 1.5067
H -1.3447 -0.0203 -1.3803
H 0.6935 -0.3922 1.8685
H 0.1661 -0.7278 0.2209
H -3.5961 -2.7768 1.1932
H -5.3573 -2.6857 1.3525
```

Computed properties:
* E_LUMO: 0.83 eV
* net charge: 0
* gap between HOMO and LUMO: 9.27 eV
* E_HOMO: -8.442 eV

Most stable: *ii*. Least stable: *i*.

*i*
The following is a quantum chemistry calculation of a 2-piece molecular cluster, C3H8O3S overall, from OMol25.

Structure (XYZ):
```
15
C3H8O3S, DFT ωB97M-V with the def2-TZVPD basis set
S 0.5709 -0.4738 0.0947
O -1.6777 -0.5717 -0.5262
O -2.5052 -0.3581 0.4639
O -3.0126 1.0009 0.4474
C 0.7184 0.6092 -1.3159
C 0.6752 0.4950 1.4742
C 1.9881 -1.3516 0.1098
H 1.7511 0.6344 -1.7008
H 1.9453 -1.9710 0.9779
H 0.5225 1.6740 -1.0439
H -3.8554 0.8783 -0.0061
H 0.7422 -0.1485 2.3011
H 2.3450 -1.8884 -0.8012
H -0.1395 1.1454 1.6110
H -0.0683 0.3260 -2.0860
```

Computed properties:
* E_LUMO (spin up / spin down): -1.26 / -1.11 eV
* net charge: 0
* gap between HOMO and LUMO (spin up / spin down): 6.35 / 6.41 eV
* E_HOMO (spin up / spin down): -7.610 / -7.514 eV

*ii*
The following is a quantum chemistry calculation of a 2-piece molecular cluster, C3H8O3S overall, from OMol25.

Structure (XYZ):
```
15
C3H8O3S, DFT ωB97M-V with the def2-TZVPD basis set
S 0.1589 -0.5554 -1.0988
O -3.6787 -4.1138 -1.6572
O 1.8451 1.3074 2.1882
O -0.4024 0.9653 1.9586
C 0.6551 1.3246 1.5357
C 0.8489 1.8428 0.1128
C 1.3907 0.7330 -0.7729
H -3.9812 -5.0133 -1.6246
H -3.1205 -3.8746 -0.9289
H 1.9656 1.1432 -1.6041
H 1.7085 0.9514 3.0582
H -0.9438 0.1073 -0.7666
H 2.1607 0.1933 -0.2009
H 1.4856 2.7367 0.0755
H -0.0926 2.2521 -0.2750
```

Computed properties:
* E_LUMO: 0.65 eV
* net charge: 0
* gap between HOMO and LUMO: 9.78 eV
* E_HOMO: -9.134 eV

Most stable: *ii*. Least stable: *i*.

*i*
The following is a quantum chemistry calculation of a 2-piece molecular cluster, C4H11O2S overall, from OMol25.

Structure (XYZ):
```
18
C4H11O2S, DFT ωB97M-V with the def2-TZVPD basis set
S -1.3610 1.9658 1.0611
O 1.5690 2.6893 0.7079
O 1.7062 -1.2419 -1.9672
C 0.4741 -0.6829 -1.4086
C -1.1948 -0.7597 0.4100
C 0.1015 -1.4434 -0.1753
C -1.0306 0.2284 1.5661
H -0.3046 -0.5572 -2.1621
H -1.5625 -0.1286 2.4345
H -1.8847 -1.5872 0.6631
H 0.8119 -1.3275 0.6389
H 0.0424 0.2453 1.7736
H 0.5858 2.4275 0.7812
H 1.5337 3.6217 0.4844
H 1.7347 -0.9565 -2.8846
H 0.7250 0.3377 -1.1115
H -0.1452 -2.4681 -0.4065
H -1.8010 -0.3627 -0.4050
```

Computed properties:
* E_LUMO: 3.49 eV
* net charge: -1
* gap between HOMO and LUMO: 6.34 eV
* E_HOMO: -2.847 eV

*ii*
The following is a quantum chemistry calculation of a 3-piece molecular cluster, C4H11O2S overall, from OMol25.

Structure (XYZ):
```
18
C4H11O2S, DFT ωB97M-V with the def2-TZVPD basis set
S 0.1966 -0.1803 -3.0900
O 2.7019 -0.6190 0.2736
O 0.1798 -1.0799 1.7510
C -1.2279 0.6223 0.7027
C -0.4122 0.7706 -0.5771
C -0.2167 0.1989 1.8610
C -0.7792 -0.3744 -1.5428
H 2.0294 -0.8972 0.9550
H -1.7477 1.5086 1.0778
H -1.8378 -0.3010 -1.8363
H -0.6620 -1.3901 -1.1784
H -1.9548 -0.1954 0.6414
H 1.7040 -1.0225 -1.5642
H 2.1772 -0.7483 -0.5599
H 0.6331 0.9443 1.8650
H -0.8017 0.4222 2.7823
H 0.6621 0.6234 -0.4921
H -0.6439 1.7177 -1.0688
```

Computed properties:
* E_LUMO: 1.20 eV
* net charge: -1
* gap between HOMO and LUMO: 4.38 eV
* E_HOMO: -3.172 eV

Most stable: *i*. Least stable: *ii*.

*i*
The following is a quantum chemistry calculation of one molecule with the formula C3H8Se, from OMol25.

Structure (XYZ):
```
12
C3H8Se, DFT ωB97M-V with the def2-TZVPD basis set
Se 1.4371 -1.4990 0.5143
C 0.3926 0.2098 -0.0586
C -0.8765 -0.3278 -1.1342
C -0.1294 0.9348 1.1917
H 1.1166 0.7019 -0.6328
H -0.5695 1.9626 1.1766
H -0.6622 0.1003 1.6938
H -1.4164 0.5737 -1.3231
H 0.7186 1.0038 1.8144
H -1.4600 -0.8849 -0.5425
H -0.5040 -0.8078 -2.0629
H 1.9530 -1.9673 -0.6366
```

Computed properties:
* E_LUMO: 0.89 eV
* net charge: 0
* gap between HOMO and LUMO: 9.51 eV
* E_HOMO: -8.617 eV

*ii*
The following is a quantum chemistry calculation of C3H8Se as an isolated structure, from OMol25.

Structure (XYZ):
```
12
C3H8Se, DFT ωB97M-V with the def2-TZVPD basis set
Se -2.3519 -0.0530 -0.0332
C 0.1061 1.4176 -0.3448
C 0.6935 -1.2876 -0.2777
C -0.3557 0.1892 0.4424
H 0.0565 -2.1896 0.0862
H -2.5968 -0.5041 1.3147
H 0.3701 1.2086 -1.4539
H 1.6256 -1.0365 0.3556
H 0.8419 1.8022 0.2392
H -0.7074 2.2011 -0.3232
H -0.4199 0.2972 1.5625
H 0.6522 -1.1950 -1.4018
```

Computed properties:
* E_LUMO: 0.92 eV
* net charge: 0
* gap between HOMO and LUMO: 9.35 eV
* E_HOMO: -8.434 eV

Most stable: *i*. Least stable: *ii*.